{
  "formula": "C6H13O4P",
  "method": "ωB97M-V/def2-TZVPD",
  "homo_lumo_gap_ev": 8.35,
  "e_lumo_ev": -0.04,
  "homo_ha": -0.3082,
  "relative_energy_kj_mol": 321.1,
  "species": ["C", "C", "C", "C", "C", "O", "O", "H", "H", "H", "H", "H", "H", "H", "H", "H", "H", "C", "O", "P", "O", "H", "H", "H"],
  "positions_angstrom": [[2.462112, 0.858607, 1.304494], [1.155726, 0.227253, 1.408229], [-0.034034, 0.993828, 0.835568], [-0.540836, 2.090695, 1.705375], [-0.271690, 0.996829, -0.535135], [-1.154452, 1.726048, -1.270121], [0.413526, 0.068375, -1.401255], [3.186087, 0.177117, 0.896307], [2.835384, 1.189882, 2.261577], [2.414811, 1.804233, 0.728183], [0.940212, 0.018631, 2.509133], [1.287052, -0.757864, 0.961778], [-1.374041, 1.699520, 2.347716], [-0.795596, 2.964464, 0.996197], [0.357531, 2.363114, 2.257467], [-1.398967, 1.115526, -2.077326], [1.362883, 0.029072, -1.239547], [1.588330, 1.050860, -4.167133], [1.800259, -0.248953, -3.823324], [0.551408, -1.469334, -3.783033], [1.253415, -2.638284, -3.369451], [0.566608, 1.335733, -4.316418], [2.118011, 1.335621, -5.082069], [1.894866, 1.654523, -3.249202]],
  "atomic_forces_ev_per_a": [[1.648, 2.447, -0.155], [-2.659, -1.956, 1.238], [0.453, 0.064, -3.510], [-0.612, 0.636, -1.277], [1.638, -1.858, 1.644], [-0.409, -1.939, -1.479], [-1.146, 0.994, 0.735], [0.520, -0.010, -0.334], [0.278, -0.018, 0.415], [0.223, -0.573, -0.145], [-0.019, 0.174, -1.331], [-0.699, -0.182, -0.079], [0.705, 0.924, -0.374], [-0.191, -1.170, 1.633], [-0.440, 0.461, 0.626], [0.686, 1.827, 2.226], [-0.064, 0.155, 0.229], [0.428, 2.446, 1.259], [-1.431, -3.765, -0.039], [0.996, 4.020, -0.732], [0.900, -2.332, 0.779], [-1.039, -0.122, -0.195], [0.262, -0.013, 0.323], [-0.028, -0.210, -1.457]]
}